(1)
C18H21N3O2S in the gas phase. Source: OMol25; level of theory: the ωB97M-V functional and the def2-TZVPD basis.

Summary:
* relative energy (zero: lowest compared OMol25 entry of this formula, charge and spin): 41.6 kcal/mol
* HOMO level: -7.7 eV
* HOMO-LUMO gap: 8.33 eV
* calculated total energy: -38407.357 eV

ORCA input file:
```
! RIJCOSX wB97M-V def2-TZVPD def2/J DEFGRID3
* xyz 0 1
H 4.23680 0.71774 0.49038
C 3.94650 -2.55370 1.09026
H 4.01630 2.36287 -0.11838
H 4.63765 -2.65889 1.90369
H 1.25947 1.57144 -2.24505
H -1.05430 1.76392 -0.41240
H -4.43976 1.55221 1.16705
N -0.82324 0.90142 0.05672
H 1.74963 -3.08752 -1.24739
H -4.41621 -2.87447 -0.51655
H -2.74524 2.02434 1.17901
H 0.24109 3.11088 -0.72370
C 2.46349 -2.72327 -0.53791
C 1.96305 2.04229 -1.55521
O 1.52952 -0.53989 -2.08239
C -3.13528 0.18058 0.15783
C 1.22740 2.77385 -0.40461
C -5.55122 -0.53931 0.15700
H 2.60339 2.73480 -2.10960
H -0.34486 -1.59480 -0.60927
S 0.51944 -0.41388 1.87789
H 2.75698 2.64873 1.85692
C -3.67579 -2.09855 -0.38460
C 2.87169 -1.41581 -0.41004
H -6.14298 -1.40380 -0.13249
H -5.86217 0.31103 -0.44803
C 3.49538 1.44675 0.17834
H -2.03560 -3.38681 -0.86135
H -3.70713 2.19980 -0.29723
C -1.78946 -0.12424 -0.05616
C -3.52906 1.56883 0.57612
N 1.16186 1.89850 0.75059
C -1.38896 -1.39948 -0.42749
H 2.44645 0.90371 2.02373
C 3.16315 -3.45759 0.43788
H 1.78644 3.66008 -0.09099
O 3.78263 -1.32502 0.58788
C 2.34332 -0.29998 -1.20054
H -5.77174 -0.31194 1.20008
C -4.08915 -0.82203 -0.02806
C 2.48719 1.73554 1.31928
N 2.76872 0.98216 -0.98043
H 3.09007 -4.50723 0.63345
C 0.29239 0.83701 0.81388
C -2.33786 -2.39027 -0.57808
*
```

(2)
C5H6O in the gas phase. Source: OMol25; level of theory: the ωB97M-V functional and the def2-TZVPD basis.

Summary:
* relative energy (zero: lowest compared OMol25 entry of this formula, charge and spin): 37.9 kcal/mol
* HOMO level: -9.7 eV
* HOMO-LUMO gap: 10.56 eV
* calculated total energy: -7327.639 eV

ORCA input file:
```
! RIJCOSX wB97M-V def2-TZVPD def2/J DEFGRID3
* xyz 0 1
C 0.96571 0.29395 -0.35416
C -1.36345 -0.18746 -0.53457
H 0.80153 -1.05795 1.35569
H 0.38548 0.62753 1.67064
C 1.07475 -0.02446 1.12271
C -0.07608 -0.49172 -1.16195
H -3.09401 0.76716 0.58216
H 0.15961 -1.56400 -1.17139
C -2.29216 0.29249 0.06317
H -0.05740 -0.12048 -2.19060
O 1.60987 1.17549 -0.87108
H 2.09012 0.19119 1.45968
*
```

(3)
C4H9NO2 in the gas phase. Source: OMol25; level of theory: the ωB97M-V functional and the def2-TZVPD basis.

Summary:
* relative energy (zero: lowest compared OMol25 entry of this formula, charge and spin): 16.9 kcal/mol
* HOMO level: -9.8 eV
* HOMO-LUMO gap: 10.57 eV
* calculated total energy: -9879.326 eV

ORCA input file:
```
! RIJCOSX wB97M-V def2-TZVPD def2/J DEFGRID3
* xyz 0 1
H -0.13248 -1.77688 0.50414
H -2.63292 -0.06891 0.35029
O 1.89619 -0.93301 -0.97838
H -2.52796 0.47237 -1.33478
C 1.56670 -0.51503 0.12234
O -0.43407 1.45591 0.10637
H -0.00214 -0.11014 -1.32194
C -0.60617 0.12844 -0.40512
H -0.04409 -0.39933 1.64658
H 3.14317 0.69251 0.32149
H -0.50028 2.11742 -0.58955
C -2.07940 -0.19393 -0.58777
H 2.02580 0.79602 1.63825
H -2.20316 -1.22362 -0.93813
C 0.14596 -0.72724 0.61641
N 2.38486 0.28543 0.84981
*
```

(4)
C27H31N5O2 in the gas phase. Source: OMol25; level of theory: the ωB97M-V functional and the def2-TZVPD basis.

Summary:
* relative energy (zero: lowest compared OMol25 entry of this formula, charge and spin): 2.7 kcal/mol
* HOMO level: -8.3 eV
* HOMO-LUMO gap: 8.41 eV
* calculated total energy: -40049.116 eV

ORCA input file:
```
! RIJCOSX wB97M-V def2-TZVPD def2/J DEFGRID3
* xyz 0 1
C -1.83664 1.86703 1.62855
H 0.72950 3.16811 -2.60232
C 5.71201 0.50625 -0.07281
H -5.70723 -0.13381 1.63807
H 1.70066 -3.62995 -0.89848
H -3.46129 3.06263 -1.16456
C -5.05041 -1.41300 0.06614
C 2.40475 -0.78811 -0.93270
C -6.79077 -2.42821 -1.24993
C -3.46040 0.99059 -0.57467
H -3.35778 -1.75411 1.30605
N 0.76956 0.79747 -1.53653
H -4.16732 2.74507 0.42774
O 0.15410 4.59166 0.02762
H 2.00988 3.80042 -1.52089
H -4.44584 0.77988 -0.99750
N -0.93468 2.67958 -0.51238
H -1.19009 0.11290 0.52654
C -7.75170 -1.79274 -0.48371
H 6.59106 -0.13042 -0.19330
H -8.11052 -0.46674 1.15781
H -8.79999 -1.94006 -0.69800
H -4.70006 -2.73159 -1.58308
H 6.52752 1.71111 1.49161
O 3.74281 2.58700 -0.90097
H -1.92068 -0.22692 2.10904
C 5.65257 1.07548 1.34871
N -3.30971 0.19902 0.63184
H 6.37485 -2.33811 0.27324
C 3.08898 -2.00643 -0.64635
H 4.75558 -0.65387 2.29854
C 3.33523 0.24276 -0.75772
C -2.00125 0.40559 1.22041
C -5.44673 -2.23598 -0.97799
H -0.84844 2.02067 2.06486
C 1.16166 3.11736 -1.59867
C 4.96262 -3.92285 0.01082
H -2.58867 2.10921 2.37977
H -0.82968 1.80085 -1.00726
C 5.36100 -2.60397 0.01788
C -2.02558 2.80277 0.42965
C 4.41663 -1.63604 -0.31039
C 2.71086 -3.34666 -0.64450
H 4.76785 1.70869 1.43011
H 6.51898 -0.62196 2.37145
H -2.96712 -1.61752 -0.42220
C -3.59539 -1.20325 0.38895
C -6.02160 -0.77994 0.83287
C -7.36338 -0.96570 0.55789
H 5.57282 0.44464 3.40705
H -7.08704 -3.07273 -2.06479
C 1.10200 -0.43851 -1.33623
C 5.62236 -0.00720 2.41957
H 5.76867 1.33769 -0.77908
H 3.38712 -5.33823 -0.30487
H 0.32705 -1.17050 -1.50361
H -2.70346 0.71146 -1.33298
N 1.66145 1.77811 -1.35759
C 0.08402 3.54952 -0.58457
C 2.99420 1.62606 -0.98925
N 4.54152 -0.27187 -0.39178
C -3.35631 2.47793 -0.24986
H 5.67718 -4.69202 0.26301
H -2.01194 3.84389 0.76968
C 3.65465 -4.29242 -0.31396
*
```

(5)
C4H7FN2O in the gas phase. Source: OMol25; level of theory: the ωB97M-V functional and the def2-TZVPD basis.

Summary:
* relative energy (zero: lowest compared OMol25 entry of this formula, charge and spin): 73.1 kcal/mol
* HOMO level: -9.2 eV
* HOMO-LUMO gap: 9.88 eV
* calculated total energy: -12003.886 eV

ORCA input file:
```
! RIJCOSX wB97M-V def2-TZVPD def2/J DEFGRID3
* xyz 0 1
C 1.40316 -1.04766 0.32461
O -0.36122 2.42909 2.15267
H 1.90935 -1.82145 -0.27466
H 0.48243 -1.46736 -1.93133
H -0.53303 1.63417 -0.09851
H 0.00678 0.18781 -2.15419
C -0.13643 -0.64187 -1.50292
C 0.00920 0.92475 0.55754
N -1.55273 -0.85217 -1.45927
F 1.93017 -0.84984 1.56194
C 0.45141 -0.27351 -0.15072
N 0.19932 1.19933 1.78675
H -1.76612 -1.74579 -1.04712
H -0.11272 2.47607 3.06167
H -1.92958 -0.15155 -0.82645
*
```

What did the second record say?
C5H6O in the gas phase. Source: OMol25; level of theory: the ωB97M-V functional and the def2-TZVPD basis.

Summary:
* relative energy (zero: lowest compared OMol25 entry of this formula, charge and spin): 37.9 kcal/mol
* HOMO level: -9.7 eV
* HOMO-LUMO gap: 10.56 eV
* calculated total energy: -7327.639 eV

ORCA input file:
```
! RIJCOSX wB97M-V def2-TZVPD def2/J DEFGRID3
* xyz 0 1
C 0.96571 0.29395 -0.35416
C -1.36345 -0.18746 -0.53457
H 0.80153 -1.05795 1.35569
H 0.38548 0.62753 1.67064
C 1.07475 -0.02446 1.12271
C -0.07608 -0.49172 -1.16195
H -3.09401 0.76716 0.58216
H 0.15961 -1.56400 -1.17139
C -2.29216 0.29249 0.06317
H -0.05740 -0.12048 -2.19060
O 1.60987 1.17549 -0.87108
H 2.09012 0.19119 1.45968
*
```